The following is a quantum chemistry calculation of C18H22N4OS as an isolated structure at a distorted geometry, from the Open Molecules 2025 dataset.

The value obtained for the energy relative to the best compared isomer or geometry (same formula, charge and spin) is 390.0 kcal per mole. Its net charge is 0. The value obtained for the maximum force is 0.329 hartree/bohr.

Each line ends with the Mulliken charge.
Atoms and positions in Å:
C (2.120, 2.462, -2.190)  -1.0327
N (2.493, 1.860, -0.988)  -0.5186
N (1.398, 1.392, -0.372)  0.8061
C (1.334, -0.106, -0.181)  0.2026
C (0.306, -0.910, 0.321)  -0.5381
C (0.269, -2.260, 0.759)  0.2415
O (-0.631, -2.879, 1.503)  -0.6788
C (1.472, -2.898, -0.023)  -0.7932
C (2.721, -2.062, -0.028)  1.6865
C (3.274, -1.816, 1.482)  -1.1201
H (4.091, -0.982, 1.493)  0.3183
H (2.369, -1.117, 1.930)  0.2369
H (3.454, -2.872, 1.923)  0.3880
C (3.899, -2.770, -0.622)  -2.3550
H (4.089, -3.800, -0.262)  0.4084
H (3.505, -3.138, -1.549)  0.5126
H (4.826, -2.429, -0.654)  0.5305
C (2.442, -0.842, -0.613)  -0.8706
H (2.396, -0.916, -1.811)  0.0803
H (3.319, -0.085, -0.542)  0.4973
H (1.156, -3.191, -1.012)  0.4453
H (1.518, -3.751, 0.811)  0.2993
C (-0.981, 0.075, 1.000)  -0.1294
C (-0.824, 1.504, 1.136)  -0.4076
C (0.256, 2.225, 0.054)  0.4367
N (0.514, 3.448, 0.307)  -0.4092
H (0.747, 3.675, -0.541)  0.0581
H (-0.307, 4.072, 0.716)  0.4218
C (-1.800, 2.203, 1.717)  -0.0878
N (-2.470, 2.867, 2.193)  -0.5030
C (-2.093, -0.264, -0.048)  0.1575
C (-3.282, -1.032, 0.233)  -0.3043
S (-4.286, -1.189, -0.948)  -0.3346
C (-3.226, -0.585, -2.051)  -0.3235
C (-2.114, -0.126, -1.379)  0.3182
H (-1.217, 0.643, -1.827)  -0.1707
H (-3.425, -0.341, -3.238)  0.2529
H (-3.530, -1.347, 1.596)  0.1883
H (-1.262, -0.364, 1.957)  0.8811
C (3.135, 2.741, -0.044)  -1.3004
H (3.435, 2.010, 0.969)  0.1778
H (4.082, 2.709, -0.397)  0.5855
H (2.838, 3.599, 0.096)  0.6854
H (2.934, 2.268, -2.841)  0.4793
H (1.649, 3.577, -2.312)  0.2602
H (1.454, 1.817, -2.790)  0.3211


The following is a quantum chemistry calculation of a 13-piece molecular cluster, C5H36N2O13 overall at a distorted geometry, from the Open Molecules 2025 dataset.

The value obtained for the energy relative to the best compared isomer or geometry (same formula, charge and spin) is 162.0 kcal per mole. Its net charge is 0. The value obtained for the maximum force is 0.123 hartree/bohr.

Each line ends with the Mulliken charge.
Atoms and positions in Å:
O (0.613, -1.958, -2.944)  -0.5313
C (1.234, -2.258, -1.957)  -0.6157
C (1.265, -1.274, -0.775)  0.2736
C (1.113, -1.981, 0.622)  -0.8485
C (0.984, -0.848, 1.714)  -0.0242
C (-0.726, 0.181, 3.193)  -0.9933
N (-0.385, -0.495, 1.937)  0.6517
N (0.246, -0.387, -1.244)  0.3423
H (1.669, -3.149, -1.970)  0.6937
H (2.127, -0.667, -0.848)  0.2235
H (0.370, -2.746, 0.826)  0.0274
H (2.053, -2.498, 0.798)  0.5340
H (1.742, 0.053, 1.610)  -0.5566
H (1.318, -1.359, 2.611)  0.6559
H (-0.815, -0.480, 4.127)  0.2414
H (-1.765, 0.525, 2.940)  0.3257
H (-0.176, 1.124, 3.445)  0.2461
H (-0.871, -0.257, 1.081)  -0.1839
H (0.446, 0.616, -1.591)  -0.0551
H (-0.705, -0.572, -0.968)  -0.1688
H (1.751, 3.256, 0.957)  0.1814
H (0.456, 2.356, 0.488)  0.2369
O (1.387, 2.570, 0.343)  -0.4193
H (-2.951, -1.502, 0.748)  0.2205
H (-2.944, -1.508, -0.916)  0.2512
O (-2.412, -1.303, -0.084)  -0.5159
H (-2.479, 2.087, -1.841)  0.3298
H (-2.961, 0.900, -1.002)  0.3489
O (-3.119, 1.841, -1.112)  -0.7088
H (2.778, 3.330, 2.508)  0.2938
H (2.224, 1.803, 2.651)  0.4131
O (2.726, 2.493, 3.056)  -0.6498
H (0.254, -0.835, -4.574)  0.3865
H (-0.204, 0.382, -5.391)  0.3031
O (0.544, 0.072, -4.936)  -0.6405
H (-1.853, -4.396, -1.388)  0.2474
H (-2.091, -3.671, 0.022)  0.3382
O (-1.551, -4.218, -0.578)  -0.5649
H (4.011, 3.273, 0.826)  0.3737
H (3.301, 3.390, -0.607)  0.3206
O (3.548, 3.914, 0.236)  -0.6851
H (-1.225, 3.182, -0.550)  0.3081
H (-2.280, 2.772, 0.585)  0.3460
O (-1.344, 3.161, 0.416)  -0.6944
H (-0.482, 3.123, -3.312)  0.2501
H (-0.046, 1.801, -3.332)  0.2337
O (-0.352, 2.390, -2.664)  -0.5385
H (4.330, 1.413, -0.711)  0.3102
H (3.054, 1.096, 0.219)  0.2679
O (4.042, 1.202, 0.205)  -0.6731
H (-4.463, -2.535, 2.052)  0.3346
H (-3.737, -1.563, 2.894)  0.3319
O (-4.453, -1.642, 2.168)  -0.6454
H (-1.191, -3.883, 1.967)  0.3395
H (-1.846, -2.438, 2.336)  0.2318
O (-2.009, -3.418, 2.352)  -0.7017


The following is a quantum chemistry calculation of C5H6O2 in the gas phase at a distorted geometry, from the Open Molecules 2025 dataset.

The value obtained for the energy relative to the best compared isomer or geometry (same formula, charge and spin) is 103.5 kcal per mole. Its net charge is 0. The value obtained for the maximum force is 0.120 hartree/bohr.

Each line ends with the Mulliken charge.
Atoms and positions in Å:
O (0.970, 1.814, -0.357)  -0.6042
C (1.318, 0.390, -0.074)  -0.2353
C (0.499, -0.838, -0.502)  -0.3427
C (-0.918, -0.517, -0.988)  -0.3833
C (-1.604, 0.000, 0.058)  -0.0928
O (-0.728, 0.479, 1.125)  -0.4776
C (0.477, -0.271, 0.973)  -0.1752
H (-0.066, 1.595, 0.118)  0.4186
H (2.453, 0.284, 0.015)  0.3057
H (0.954, -1.700, -0.800)  0.4747
H (-1.491, -0.844, -1.961)  0.2971
H (-2.747, 0.136, 0.509)  0.2921
H (0.883, -0.526, 1.884)  0.5229


The following is a quantum chemistry calculation of a 7-piece molecular cluster, C19H37O9 overall, from the Open Molecules 2025 dataset.

The value obtained for the energy relative to the best compared isomer or geometry (same formula, charge and spin) is 0.0 kcal per mole. Its net charge is -1. The value obtained for the maximum force is 0.018 hartree/bohr.

Each line ends with the Mulliken charge.
Atoms and positions in Å:
O (-0.524, -0.112, -0.613)  -0.1288
C (0.005, 0.518, 0.546)  0.5496
O (1.268, 0.545, 0.559)  -0.7934
O (-0.823, 0.905, 1.374)  -0.7414
H (0.328, -0.390, -0.981)  0.0046
C (-6.655, -0.592, 1.513)  -1.1840
C (-5.216, -0.129, 1.664)  0.6640
O (-4.871, 0.524, 2.615)  -0.5413
C (-4.270, -0.530, 0.558)  -0.5023
H (-7.182, 0.070, 0.822)  0.2835
H (-7.145, -0.529, 2.482)  0.3336
H (-6.688, -1.598, 1.096)  0.3292
H (-4.089, -1.607, 0.627)  0.0952
H (-3.310, -0.030, 0.703)  0.1158
H (-4.710, -0.322, -0.418)  0.4007
C (0.937, -0.212, 3.725)  -0.8394
C (-0.407, -0.741, 4.150)  0.6573
O (-1.058, -0.182, 4.997)  -0.6251
C (-0.922, -1.972, 3.443)  -0.3984
H (1.509, -0.917, 3.115)  0.2331
H (1.528, 0.027, 4.610)  0.5184
H (0.783, 0.669, 3.100)  0.0567
H (-0.142, -2.737, 3.406)  0.3704
H (-1.154, -1.676, 2.416)  -0.3480
H (-1.809, -2.360, 3.936)  0.3836
C (4.889, 3.539, 0.848)  -0.7835
C (4.631, 2.766, 2.120)  0.5782
O (5.166, 3.088, 3.157)  -0.6204
C (3.671, 1.612, 2.050)  -0.3201
H (5.270, 4.529, 1.097)  0.3680
H (3.996, 3.591, 0.231)  0.0679
H (5.700, 3.059, 0.286)  0.2435
H (3.260, 1.423, 3.040)  0.2761
H (4.284, 0.718, 1.850)  0.3015
H (2.883, 1.677, 1.304)  0.0169
C (1.344, 3.582, -3.349)  -1.3066
C (2.167, 3.161, -2.152)  1.0555
O (2.264, 3.874, -1.188)  -0.5859
C (2.865, 1.825, -2.220)  -0.4229
H (1.925, 3.498, -4.268)  0.3436
H (1.016, 4.609, -3.202)  0.3726
H (0.441, 2.969, -3.423)  0.2363
H (3.567, 1.755, -3.052)  0.5136
H (2.133, 1.015, -2.234)  -0.2255
H (3.424, 1.683, -1.295)  -0.0257
C (-1.635, -3.151, -0.261)  -0.5070
C (-0.485, -3.861, 0.403)  0.5418
O (-0.601, -4.960, 0.892)  -0.6252
C (0.838, -3.143, 0.351)  -0.3683
H (-1.615, -2.084, -0.037)  -0.1461
H (-2.582, -3.582, 0.064)  0.3779
H (-1.534, -3.269, -1.344)  0.2808
H (1.020, -2.733, -0.641)  0.2032
H (1.641, -3.826, 0.625)  0.3724
H (0.818, -2.307, 1.055)  -0.1826
C (-1.788, -0.648, -3.503)  -0.8739
C (-0.586, -1.407, -3.993)  0.8924
O (-0.519, -2.610, -3.955)  -0.5898
C (0.550, -0.578, -4.547)  -0.7483
H (-2.360, -0.265, -4.352)  0.4547
H (-1.475, 0.193, -2.879)  0.1546
H (-2.433, -1.256, -2.874)  0.1853
H (0.239, -0.088, -5.473)  0.3824
H (1.405, -1.216, -4.755)  0.3114
H (0.824, 0.193, -3.825)  -0.0928


The following is a quantum chemistry calculation of C13H15CrF3N6P as an isolated structure, from the Open Molecules 2025 dataset.

The spin multiplicity is 5. For the calculated total energy, the calculation gives -68522.7358 eV. Its net charge is +1. The value obtained for the maximum force is 0.012 hartree/bohr.

Each line ends with the Mulliken spin population.
Atoms and positions in Å:
Cr (0.008, -0.005, 2.309)  3.9417
C (2.964, 0.000, -2.310)  0.0013
N (2.798, -0.006, -0.865)  0.0053
C (3.819, -0.014, 0.040)  0.0044
C (3.245, -0.013, 1.279)  0.0184
N (1.893, -0.011, 1.140)  -0.0408
C (1.632, -0.006, -0.167)  0.0774
P (0.002, -0.002, -0.987)  0.0042
C (-0.808, 1.408, -0.156)  0.0877
N (-0.934, 1.627, 1.154)  -0.0514
C (-1.609, 2.797, 1.302)  0.0191
C (-1.890, 3.307, 0.066)  0.0053
N (-1.388, 2.424, -0.845)  0.0052
C (-1.475, 2.576, -2.290)  0.0013
C (-0.809, -1.414, -0.162)  0.0816
N (-0.933, -1.639, 1.146)  -0.0448
C (-1.602, -2.813, 1.290)  0.0186
C (-1.905, -3.305, 0.053)  0.0047
N (-1.400, -2.422, -0.855)  0.0053
C (-1.495, -2.564, -2.300)  0.0013
H (4.028, -0.004, -2.532)  -0.0003
H (2.518, 0.893, -2.743)  -0.0002
H (2.509, -0.884, -2.751)  -0.0002
H (4.849, -0.016, -0.270)  0.0004
H (3.719, -0.015, 2.245)  -0.0036
H (-1.845, 3.199, 2.272)  -0.0039
H (-2.400, 4.203, -0.237)  0.0004
H (-2.000, 3.503, -2.504)  -0.0003
H (-2.028, 1.748, -2.729)  -0.0003
H (-0.481, 2.624, -2.730)  -0.0003
H (-1.828, -3.224, 2.259)  -0.0039
H (-2.424, -4.195, -0.253)  0.0004
H (-2.030, -3.484, -2.518)  -0.0003
H (-0.504, -2.619, -2.745)  -0.0002
H (-2.042, -1.728, -2.732)  -0.0003
F (-0.626, 1.130, 4.899)  -0.0002
C (-0.032, 0.016, 4.385)  -0.1322
F (-0.710, -1.046, 4.907)  -0.0001
F (1.214, -0.031, 4.934)  -0.0007